{
  "formula": "C39H69FIN2O2SbSi3Sn",
  "method": "ωB97M-V with the def2-TZVPD basis set",
  "elements": ["Sn", "C", "C", "C", "C", "C", "C", "C", "N", "C", "C", "C", "C", "C", "C", "O", "C", "C", "C", "C", "C", "C", "C", "C", "C", "O", "C", "C", "C", "C", "C", "C", "H", "H", "H", "H", "H", "H", "H", "H", "H", "H", "H", "H", "H", "H", "H", "H", "H", "H", "H", "H", "H", "H", "H", "H", "H", "H", "H", "H", "H", "H", "H", "H", "H", "H", "H", "H", "H", "H", "H", "H", "F", "N", "C", "I", "C", "H", "H", "C", "Si", "C", "C", "Sb", "Si", "C", "C", "C", "Si", "C", "C", "C", "H", "H", "H", "H", "H", "H", "H", "H", "H", "H", "H", "H", "H", "H", "H", "H", "H", "H", "H", "H", "H", "H", "H", "H", "H", "H", "H"],
  "coordinates": [[1.9981, -0.1763, 0.1136], [1.6268, 4.4625, -6.0823], [1.4674, 2.9752, -5.7589], [0.2556, 2.4415, -6.5378], [2.7356, 2.2561, -6.2467], [1.2606, 2.7237, -4.2635], [1.2431, 1.4048, -3.7908], [1.0459, 1.1082, -2.4480], [1.0544, -0.1542, -1.8588], [0.7580, -1.3525, -2.4569], [0.2571, -1.5512, -3.7447], [0.0133, -2.8337, -4.2561], [0.2109, -3.9212, -3.4241], [0.5921, -3.7706, -2.0750], [0.8465, -2.4842, -1.5771], [1.1099, -2.2349, -0.3031], [0.7015, -4.9897, -1.1492], [0.4436, -6.3135, -1.8725], [2.1088, -5.0578, -0.5335], [-0.3400, -4.8642, -0.0247], [-0.4407, -2.9720, -5.7116], [0.5585, -2.2539, -6.6335], [-0.5211, -4.4307, -6.1623], [-1.8282, -2.3367, -5.8811], [0.9163, 2.1732, -1.4973], [0.8375, 1.8449, -0.2269], [0.9172, 3.5018, -1.9678], [1.0806, 3.7439, -3.3425], [0.7907, 4.6601, -0.9695], [-0.5291, 4.5191, -0.1925], [1.9828, 4.6160, 0.0036], [0.7960, 6.0328, -1.6432], [1.8053, 4.5897, -7.1548], [2.4753, 4.8882, -5.5396], [0.7284, 5.0269, -5.8188], [0.3891, 2.5791, -7.6185], [-0.6514, 2.9672, -6.2278], [0.1088, 1.3767, -6.3408], [2.9434, 2.5099, -7.2928], [2.6360, 1.1714, -6.1747], [3.5919, 2.5528, -5.6364], [1.4565, 0.5932, -4.4735], [0.0247, -0.6856, -4.3490], [0.0459, -4.9182, -3.8074], [1.1554, -6.4724, -2.6882], [-0.5715, -6.3576, -2.2784], [0.5572, -7.1351, -1.1575], [2.8583, -5.2227, -1.3142], [2.1700, -5.8778, 0.1930], [2.3415, -4.1212, -0.0284], [-1.3517, -4.8731, -0.4411], [-0.1886, -3.9265, 0.5103], [-0.2466, -5.6961, 0.6859], [1.5622, -2.6596, -6.4841], [0.5980, -1.1841, -6.4192], [0.2798, -2.3815, -7.6862], [0.4462, -4.9276, -6.0504], [-0.8088, -4.4746, -7.2176], [-1.2646, -4.9862, -5.5841], [-1.8109, -1.2830, -5.5948], [-2.5554, -2.8463, -5.2435], [-2.1658, -2.4045, -6.9225], [1.0908, 4.7691, -3.6860], [-0.5824, 3.5391, 0.2815], [-1.3791, 4.6113, -0.8759], [-0.6139, 5.2976, 0.5769], [2.0160, 3.6491, 0.5052], [1.9022, 5.4108, 0.7566], [2.9196, 4.7457, -0.5474], [-0.0376, 6.1411, -2.3439], [1.7312, 6.2117, -2.1821], [0.6965, 6.8065, -0.8752], [3.9603, -0.1113, -0.5377], [-2.7234, 1.2589, 0.4428], [-2.2825, 0.3830, -0.1565], [-3.3306, -2.3265, -0.7253], [-1.7913, -0.8054, -0.8310], [-1.6013, -0.6560, -1.8887], [-0.9103, -1.2297, -0.3411], [1.0361, 1.9060, 5.8685], [1.0589, 1.8913, 3.9805], [2.8641, 1.7757, 3.4886], [0.4267, 3.5816, 3.4581], [-0.3659, 0.1464, 2.7475], [-2.4145, 0.2738, 4.3435], [-3.4109, 1.7631, 3.7615], [-2.3362, 0.4865, 6.2255], [-3.4821, -1.2595, 4.0729], [0.7105, -1.8958, 3.9146], [2.3648, -2.3379, 3.1547], [1.0212, -1.7646, 5.7781], [-0.3867, -3.4146, 3.7176], [1.6159, 2.7582, 6.2406], [1.4623, 0.9919, 6.2886], [0.0171, 1.9958, 6.2500], [3.4142, 2.6674, 3.8114], [2.9594, 1.6946, 2.4023], [3.3478, 0.8950, 3.9236], [1.1047, 4.3794, 3.7800], [-0.5675, 3.7832, 3.8716], [0.3469, 3.6218, 2.3666], [-2.9083, 2.6926, 4.0537], [-4.4237, 1.7740, 4.1811], [-3.4846, 1.7649, 2.6716], [-1.9498, 1.4739, 6.4903], [-1.6914, -0.2592, 6.7019], [-3.3408, 0.3920, 6.6543], [-3.5215, -1.5230, 3.0102], [-4.5084, -1.0952, 4.4195], [-3.0759, -2.1213, 4.6106], [3.0643, -1.4980, 3.1810], [2.2287, -2.6037, 2.1002], [2.8229, -3.1910, 3.6701], [1.8855, -1.1272, 5.9864], [1.2228, -2.7573, 6.1961], [0.1598, -1.3409, 6.3032], [-0.6644, -3.5548, 2.6676], [-1.3102, -3.3303, 4.2977], [0.1462, -4.3136, 4.0456]],
  "forces_ev_per_angstrom": [[-0.349, -0.031, 0.134], [-0.005, -0.012, 0.039], [-0.018, -0.027, 0.021], [0.021, -0.006, -0.040], [-0.006, 0.009, 0.022], [0.000, 0.025, 0.065], [0.022, -0.016, 0.058], [-0.051, -0.167, -0.231], [0.336, 0.032, 0.164], [-0.028, 0.149, -0.225], [0.008, 0.013, 0.068], [-0.013, -0.042, 0.080], [0.003, 0.027, 0.055], [-0.025, 0.006, -0.126], [-0.065, -0.236, 0.050], [0.359, -0.020, -0.063], [0.015, 0.110, 0.134], [-0.003, 0.014, -0.014], [0.000, 0.049, -0.009], [0.048, -0.023, 0.003], [0.014, 0.065, 0.016], [-0.001, -0.004, 0.011], [-0.012, -0.022, 0.033], [-0.005, 0.007, -0.014], [-0.075, 0.154, 0.111], [0.375, 0.065, -0.121], [0.031, 0.068, -0.099], [0.019, -0.053, 0.064], [-0.006, -0.174, 0.072], [0.034, -0.012, -0.002], [-0.028, -0.039, 0.009], [-0.007, 0.001, -0.032], [-0.013, 0.000, 0.021], [-0.051, 0.018, -0.031], [0.054, -0.005, -0.003], [-0.007, -0.015, 0.045], [0.016, -0.029, -0.013], [0.000, 0.044, -0.017], [-0.019, -0.031, 0.021], [0.015, 0.043, 0.009], [-0.010, -0.012, -0.042], [-0.028, 0.023, 0.010], [0.104, -0.033, -0.046], [0.017, 0.038, 0.009], [-0.046, -0.008, 0.027], [0.058, -0.015, -0.007], [-0.006, 0.019, -0.028], [-0.033, -0.015, 0.033], [0.000, 0.011, -0.061], [0.005, -0.036, -0.010], [0.066, -0.001, 0.037], [-0.040, -0.035, -0.028], [0.002, 0.031, -0.049], [-0.019, 0.019, -0.028], [0.008, -0.036, -0.010], [-0.006, 0.010, 0.036], [-0.052, -0.007, -0.007], [-0.008, 0.000, 0.024], [0.048, 0.007, -0.025], [-0.014, -0.036, -0.009], [0.011, 0.030, -0.017], [0.014, 0.005, 0.034], [-0.019, -0.030, 0.008], [-0.035, 0.036, -0.019], [0.028, 0.013, 0.034], [0.009, -0.026, -0.047], [0.005, 0.041, -0.001], [-0.004, -0.023, -0.052], [-0.032, 0.030, 0.031], [0.043, 0.010, 0.015], [-0.044, 0.015, 0.002], [-0.006, -0.014, -0.019], [-0.340, 0.003, -0.252], [-0.056, 0.072, -0.284], [-0.040, -0.158, 0.018], [0.119, 0.141, -0.019], [-0.226, -0.084, 0.108], [0.050, 0.088, 0.059], [-0.054, 0.115, -0.015], [-0.168, -0.247, 0.104], [0.214, 0.404, 0.048], [0.076, -0.129, -0.203], [-0.167, -0.026, -0.240], [0.078, -0.300, 0.713], [-0.378, 0.166, 0.022], [0.056, 0.099, -0.131], [0.328, -0.089, 0.110], [0.074, -0.149, -0.174], [0.160, -0.299, 0.135], [0.068, 0.065, -0.265], [-0.097, 0.253, 0.087], [-0.247, 0.069, -0.205], [0.001, -0.020, -0.103], [-0.017, 0.081, 0.000], [0.092, 0.036, 0.014], [-0.096, -0.036, 0.066], [0.029, -0.003, 0.069], [-0.030, 0.048, -0.037], [-0.008, -0.066, 0.030], [0.061, -0.013, -0.032], [0.011, 0.037, 0.117], [-0.054, -0.055, -0.018], [0.077, -0.039, 0.048], [-0.029, 0.034, 0.053], [-0.074, -0.061, 0.009], [-0.093, 0.079, 0.012], [0.024, -0.011, -0.105], [-0.019, 0.003, 0.084], [0.064, 0.052, 0.016], [-0.055, 0.050, -0.033], [-0.025, -0.057, -0.016], [0.037, 0.017, 0.090], [-0.110, 0.044, 0.049], [-0.042, -0.055, 0.001], [0.005, 0.022, -0.084], [0.095, -0.051, 0.004], [0.010, -0.015, 0.110], [0.080, -0.032, -0.030], [0.022, 0.070, 0.009]],
  "lowdin_charge": [1.20, -0.08, -0.56, -0.05, -0.06, -0.20, 0.01, -0.20, -0.06, -0.24, 0.00, -0.20, -0.01, -0.10, -0.34, -0.33, -0.53, -0.09, -0.05, -0.07, -0.56, -0.06, -0.08, -0.05, -0.34, -0.31, -0.10, -0.01, -0.53, -0.06, -0.05, -0.09, 0.07, 0.08, 0.08, 0.07, 0.08, 0.06, 0.07, 0.07, 0.09, 0.09, 0.08, 0.07, 0.08, 0.08, 0.07, 0.08, 0.07, 0.07, 0.04, 0.05, 0.08, 0.09, 0.06, 0.07, 0.08, 0.07, 0.08, 0.08, 0.08, 0.07, 0.07, 0.05, 0.08, 0.08, 0.06, 0.07, 0.08, 0.08, 0.08, 0.07, -0.61, 0.16, -0.40, 0.76, -0.59, 0.05, 0.01, -0.22, 0.27, -0.23, -0.22, 0.86, 0.28, -0.25, -0.24, -0.24, 0.27, -0.25, -0.23, -0.22, 0.03, 0.00, -0.01, 0.03, -0.01, 0.02, 0.03, 0.02, 0.00, 0.01, 0.02, -0.02, 0.00, 0.00, 0.02, 0.01, 0.02, 0.00, 0.01, -0.01, 0.03, 0.01, 0.02, 0.00, 0.01, 0.00, 0.03],
  "relative_energy_ev": 0.000,
  "charge": -2,
  "total_energy_ha": -3508.3045,
  "e_homo_ev": -0.95
}